No. 1
Molecular formula: C30H22N3O4PS2Ti
Method: DFT, ωB97M-V/def2-TZVPD

Values from the calculation:
* frontier orbital gap (spin up / spin down): 6.30 / 6.08 eV
* max |F|: 0.04870 Eh/bohr
* net charge: 0
* energy: -3608.9897 hartree
* energy relative to the best compared isomer or geometry (same formula, charge and spin): 8.81 kcal/mol
* spin multiplicity: 3

Cartesian coordinates (Å):
Ti: 1.11 -1.00 0.47
O: 3.22 -1.40 3.97
C: 2.81 -1.38 2.83
O: 1.62 -1.10 2.42
C: 3.79 -1.68 1.70
C: 5.09 -2.07 1.95
C: 5.92 -2.32 0.87
C: 5.42 -2.17 -0.42
C: 4.10 -1.77 -0.57
N: 3.30 -1.53 0.47
H: 5.41 -2.17 2.97
H: 6.95 -2.63 1.02
H: 6.03 -2.36 -1.29
H: 3.67 -1.65 -1.56
C: 0.90 -0.51 -3.89
C: 0.88 -1.01 -2.59
N: 1.28 -0.29 -1.55
C: 1.70 0.98 -1.77
C: 1.74 1.57 -3.03
C: 1.33 0.77 -4.12
C: 2.16 2.93 -3.16
C: 2.49 3.66 -2.07
C: 2.45 3.08 -0.76
C: 2.75 3.79 0.42
C: 2.66 3.15 1.63
C: 2.27 1.80 1.67
N: 2.01 1.11 0.58
C: 2.08 1.74 -0.61
H: 0.56 -1.14 -4.70
H: 0.53 -2.01 -2.38
H: 1.34 1.19 -5.12
H: 2.19 3.38 -4.15
H: 2.79 4.70 -2.17
H: 3.04 4.83 0.36
H: 2.86 3.67 2.56
H: 2.16 1.27 2.61
O: 0.90 -2.84 -0.07
O: -0.30 -2.28 0.01
S: -1.86 -2.01 2.65
P: -2.36 -0.57 1.41
S: -0.91 0.73 0.86
C: -3.73 0.43 2.07
C: -4.01 1.69 1.54
C: -5.09 2.42 2.00
C: -5.90 1.90 3.00
C: -5.63 0.65 3.53
C: -4.55 -0.09 3.06
C: -3.07 -1.26 -0.13
C: -3.68 -2.52 -0.11
C: -4.26 -3.04 -1.25
C: -4.24 -2.31 -2.43
C: -3.64 -1.06 -2.47
C: -3.06 -0.54 -1.32
H: -3.36 2.10 0.77
H: -5.29 3.40 1.59
H: -6.74 2.48 3.37
H: -6.26 0.24 4.31
H: -4.33 -1.07 3.48
H: -3.66 -3.08 0.82
H: -4.72 -4.02 -1.23
H: -4.70 -2.72 -3.33
H: -3.63 -0.48 -3.39
H: -2.57 0.43 -1.34



No. 2
Molecular formula: C30H23CoIN5O3
Method: DFT, ωB97M-V/def2-TZVPD

Values from the calculation:
* frontier orbital gap (spin up / spin down): 6.37 / 6.61 eV
* max |F|: 0.02681 Eh/bohr
* net charge: +1
* energy: -3336.5896 hartree
* energy relative to the best compared isomer or geometry (same formula, charge and spin): 21.79 kcal/mol
* spin multiplicity: 4

Cartesian coordinates (Å):
Co: 0.32 0.11 0.11
O: -2.16 6.32 2.44
N: -1.02 6.14 2.81
O: -0.42 6.84 3.59
C: -0.38 4.86 2.41
C: 0.96 4.80 2.54
C: 1.68 3.63 2.14
C: 3.07 3.51 2.27
C: 3.68 2.36 1.86
C: 2.90 1.34 1.29
N: 1.59 1.44 1.16
C: 0.98 2.56 1.59
C: -0.46 2.63 1.47
N: -1.07 1.54 0.93
C: -2.38 1.55 0.82
C: -3.17 2.61 1.26
C: -2.57 3.72 1.79
C: -1.16 3.76 1.89
H: 1.48 5.66 2.93
H: 3.64 4.33 2.69
H: 4.75 2.22 1.95
H: 3.34 0.43 0.90
H: -2.83 0.69 0.34
H: -4.24 2.55 1.17
H: -3.16 4.55 2.12
I: -0.36 2.01 -2.34
C: -0.73 0.16 -3.26
C: -1.40 0.10 -4.41
C: -1.52 -1.17 -5.14
C: -0.79 -2.22 -4.78
C: 0.08 -2.14 -3.60
C: 0.85 -3.94 -1.81
C: 1.36 -3.43 -0.51
C: 1.86 -2.07 -0.20
C: 1.77 -0.94 -0.92
C: -0.12 -1.02 -2.56
H: -1.82 0.99 -4.85
H: -2.17 -1.21 -6.00
H: -0.82 -3.15 -5.35
H: 0.96 -5.01 -1.90
H: 1.71 -4.20 0.18
H: 2.15 -1.98 0.85
C: -0.06 -2.67 3.70
C: -0.53 -2.12 2.39
O: -0.06 -1.08 1.93
N: -1.48 -2.81 1.73
C: -1.99 -2.36 0.44
C: -0.97 -2.35 -0.69
C: -0.19 -3.58 -0.79
C: 0.95 -3.26 -3.13
C: 1.62 -1.98 -3.45
C: 1.42 -0.89 -2.39
N: -0.83 -1.21 -1.27
H: -0.26 -1.93 4.48
H: 1.02 -2.81 3.65
H: -0.53 -3.61 3.97
H: -1.86 -3.64 2.16
H: -2.42 -1.37 0.53
H: -2.79 -3.05 0.15
H: -0.65 -4.42 -0.27
H: 1.08 -3.98 -3.93
H: 2.33 -1.91 -4.26
H: 1.77 0.06 -2.80



No. 3
Molecular formula: C30H23F3N2O2S
Method: DFT, ωB97M-V/def2-TZVPD

Values from the calculation:
* frontier orbital gap: 7.71 eV
* SMILES: CN(C)c1ccc(C2([C@@H](c3ccc(C#N)cc3)S(=O)(=O)C(F)(F)F)c3ccccc3-c3ccccc32)cc1
* max |F|: 0.05923 Eh/bohr
* net charge: 0
* energy: -2114.7278 hartree

Cartesian coordinates (Å):
F: -1.71 -0.78 -5.33
C: -0.85 -0.81 -4.30
F: 0.06 -1.78 -4.49
F: -0.20 0.38 -4.25
S: -1.80 -1.17 -2.70
C: -0.44 -0.69 -1.34
C: -0.09 -2.03 -0.71
C: 1.27 -2.38 -0.60
C: 1.65 -3.52 0.09
C: 0.69 -4.37 0.62
C: 1.09 -5.53 1.37
N: 1.44 -6.45 2.01
C: -0.66 -4.12 0.36
C: -1.06 -2.93 -0.25
O: -2.98 -0.35 -2.71
O: -1.95 -2.60 -2.74
H: 0.34 -0.43 -2.06
H: 2.03 -1.69 -1.00
H: 2.71 -3.74 0.24
H: -1.42 -4.85 0.64
H: -2.13 -2.71 -0.33
C: 4.76 0.16 3.23
N: 3.92 1.28 2.84
C: 4.48 2.58 3.16
C: 2.78 1.13 2.09
C: 2.10 -0.10 2.05
C: 0.90 -0.22 1.36
C: 0.46 0.78 0.49
C: -0.71 0.49 -0.46
C: -1.10 1.65 -1.41
C: -2.50 1.81 -1.41
C: -3.13 2.72 -2.24
C: -2.34 3.47 -3.11
C: -0.94 3.38 -3.07
C: -0.32 2.47 -2.20
C: -3.07 0.96 -0.36
C: -2.04 0.27 0.30
C: -2.28 -0.37 1.50
C: -3.61 -0.49 1.94
C: -4.65 0.12 1.22
C: -4.38 0.89 0.09
C: 1.09 2.03 0.58
C: 2.22 2.22 1.37
H: 4.21 -0.78 3.24
H: 5.62 0.06 2.56
H: 5.14 0.36 4.24
H: 3.70 3.27 3.51
H: 5.21 2.42 3.97
H: 4.99 3.03 2.30
H: 2.49 -0.97 2.58
H: 0.34 -1.15 1.50
H: -4.22 2.82 -2.18
H: -2.82 4.16 -3.81
H: -0.34 4.01 -3.72
H: 0.77 2.39 -2.16
H: -1.47 -0.77 2.10
H: -3.82 -1.05 2.85
H: -5.68 0.01 1.56
H: -5.15 1.45 -0.45
H: 0.70 2.86 0.00
H: 2.69 3.20 1.41



No. 4
Molecular formula: C30H23N4O3V
Method: DFT, ωB97M-V/def2-TZVPD

Values from the calculation:
* frontier orbital gap: 5.32 eV
* max |F|: 0.01350 Eh/bohr
* net charge: +2
* energy: -2545.1204 hartree
* energy relative to the best compared isomer or geometry (same formula, charge and spin): 9.93 kcal/mol

Cartesian coordinates (Å):
V: 0.34 0.05 -0.65
C: 3.77 1.25 -3.06
O: 3.35 2.60 -2.89
C: 3.00 3.03 -1.66
C: 3.46 4.28 -1.25
C: 3.16 4.82 -0.01
C: 2.38 4.10 0.88
C: 1.87 2.86 0.49
C: 1.08 2.10 1.40
N: 0.49 0.97 1.12
N: -0.12 0.36 2.19
C: -0.51 -0.82 1.84
O: -0.26 -1.16 0.55
C: -1.15 -1.77 2.72
C: -1.31 -1.46 4.07
C: -1.91 -2.37 4.92
C: -2.37 -3.58 4.42
C: -2.22 -3.90 3.07
C: -1.62 -2.99 2.22
C: 2.16 2.34 -0.78
O: 1.58 1.18 -1.13
H: 4.39 1.25 -3.95
H: 2.91 0.60 -3.23
H: 4.34 0.91 -2.20
H: 4.09 4.82 -1.95
H: 3.55 5.79 0.26
H: 2.16 4.49 1.86
H: 0.96 2.45 2.42
H: -0.94 -0.52 4.45
H: -2.03 -2.13 5.97
H: -2.85 -4.29 5.08
H: -2.58 -4.84 2.69
H: -1.50 -3.23 1.17
N: 1.04 -1.60 -1.68
C: -0.16 -1.52 -2.47
C: -0.14 -0.67 -3.58
C: -1.32 -0.43 -4.27
C: -2.49 -1.05 -3.85
C: -2.49 -1.93 -2.77
C: -1.33 -2.17 -2.08
H: 1.89 -1.48 -2.23
H: 1.11 -2.45 -1.11
H: 0.78 -0.19 -3.90
H: -1.32 0.23 -5.13
H: -3.41 -0.86 -4.39
H: -3.41 -2.43 -2.49
H: -1.31 -2.85 -1.23
N: -8.06 4.73 -2.76
C: -7.08 4.19 -2.52
C: -5.84 3.52 -2.23
C: -5.87 2.17 -1.84
C: -4.68 1.53 -1.56
C: -3.47 2.22 -1.65
C: -3.45 3.57 -2.04
C: -4.64 4.21 -2.32
C: -2.26 1.56 -1.36
C: -1.21 0.98 -1.08
H: -6.81 1.66 -1.76
H: -4.69 0.49 -1.25
H: -2.51 4.10 -2.11
H: -4.64 5.25 -2.62



No. 5
Molecular formula: C30H24AuF12NO4Se
Method: DFT, ωB97M-V/def2-TZVPD

Values from the calculation:
* frontier orbital gap (spin up / spin down): 6.08 / 5.95 eV
* max |F|: 0.01281 Eh/bohr
* net charge: -2
* energy: -5248.9039 hartree
* energy relative to the best compared isomer or geometry (same formula, charge and spin): 13.22 kcal/mol
* spin multiplicity: 3

Cartesian coordinates (Å):
Au: 1.06 -0.74 0.22
C: -5.41 -0.41 3.42
C: -4.10 -0.13 2.73
C: -3.43 1.08 2.90
C: -2.20 1.29 2.32
C: -1.55 0.32 1.50
N: -0.35 0.67 0.94
C: 0.40 1.71 1.53
C: 0.26 2.97 0.94
C: 0.93 4.08 1.42
C: 1.77 3.96 2.52
C: 2.54 5.14 3.05
C: 1.93 2.70 3.09
C: 1.29 1.56 2.61
C: 1.57 0.17 3.27
O: 1.28 -0.90 2.53
C: 3.10 0.08 3.68
F: 3.90 0.56 2.72
F: 3.47 -1.18 3.90
F: 3.43 0.76 4.82
C: 0.75 0.10 4.60
F: 1.15 -0.93 5.38
F: -0.55 -0.09 4.35
F: 0.83 1.21 5.38
C: -2.24 -0.90 1.30
C: -3.48 -1.07 1.94
C: -1.72 -2.11 0.50
O: -0.55 -2.02 -0.17
C: -2.73 -2.44 -0.65
F: -4.02 -2.68 -0.30
F: -2.77 -1.43 -1.53
F: -2.34 -3.55 -1.32
C: -1.62 -3.35 1.47
F: -0.81 -4.29 0.97
F: -2.81 -3.98 1.69
F: -1.15 -3.00 2.66
H: -6.05 0.47 3.44
H: -5.26 -0.73 4.46
H: -5.96 -1.21 2.91
H: -3.85 1.86 3.52
H: -1.70 2.23 2.50
H: -0.39 3.04 0.08
H: 0.79 5.04 0.94
H: 2.00 6.07 2.87
H: 3.52 5.22 2.58
H: 2.70 5.05 4.13
H: 2.60 2.61 3.93
H: -3.98 -2.02 1.82
O: 2.98 0.54 -0.02
C: 3.63 -0.47 -0.38
O: 3.16 -1.62 -0.50
H: 4.70 -0.33 -0.62
C: 1.14 -2.01 -7.83
C: 0.93 -1.43 -6.45
C: 0.66 -0.08 -6.26
C: 0.48 0.46 -4.99
C: 0.19 1.93 -4.87
C: 0.57 -0.36 -3.85
Se: 0.29 0.49 -2.16
C: 0.82 -1.74 -4.03
C: 0.86 -2.72 -2.89
C: 1.00 -2.23 -5.32
H: 1.06 -1.23 -8.59
H: 0.40 -2.77 -8.06
H: 2.12 -2.47 -7.93
H: 0.60 0.58 -7.12
H: 0.12 2.39 -5.85
H: 0.98 2.44 -4.29
H: -0.74 2.11 -4.33
H: 0.86 -2.23 -1.93
H: 1.76 -3.34 -2.95
H: -0.01 -3.37 -2.93
H: 1.19 -3.29 -5.43



No. 6
Molecular formula: C30H24BrN4O3Os
Method: DFT, ωB97M-V/def2-TZVPD

Values from the calculation:
* frontier orbital gap (spin up / spin down): 3.88 / 3.92 eV
* max |F|: 0.03713 Eh/bohr
* net charge: +1
* energy: -4266.7337 hartree
* energy relative to the best compared isomer or geometry (same formula, charge and spin): 12.90 kcal/mol

Cartesian coordinates (Å):
Os: 0.28 -0.17 -0.07
Br: -0.05 0.74 -7.46
C: 0.19 0.84 -5.58
C: 0.92 1.89 -5.03
C: 1.13 1.94 -3.67
C: 0.62 0.94 -2.80
O: 0.94 1.01 -1.56
C: -0.19 -0.10 -3.38
C: -0.84 -1.13 -2.64
N: -0.88 -1.25 -1.34
C: -1.58 -2.30 -0.72
C: -2.42 -3.22 -1.33
C: -3.06 -4.21 -0.58
C: -2.91 -4.29 0.78
C: -2.08 -3.37 1.45
C: -1.88 -3.38 2.84
C: -1.09 -2.42 3.41
C: -0.46 -1.47 2.60
N: -0.59 -1.45 1.28
C: -1.41 -2.38 0.69
C: -0.36 -0.12 -4.78
H: 1.33 2.67 -5.66
H: 1.70 2.74 -3.22
H: -1.35 -1.86 -3.25
H: -2.59 -3.18 -2.40
H: -3.71 -4.92 -1.09
H: -3.42 -5.06 1.35
H: -2.36 -4.14 3.44
H: -0.92 -2.39 4.48
H: 0.18 -0.71 3.02
H: -0.94 -0.92 -5.23
C: 4.11 -2.20 0.80
C: 2.98 -1.25 0.54
N: 1.91 -1.63 -0.10
O: 1.91 -2.96 -0.43
C: 2.96 0.13 0.97
C: 4.21 0.89 1.32
N: 1.79 0.69 0.97
O: 1.82 2.06 1.19
H: 3.70 -3.14 1.19
H: 4.83 -1.80 1.51
H: 4.61 -2.44 -0.14
H: 1.09 -3.08 -0.93
H: 5.10 0.30 1.13
H: 4.20 1.18 2.37
H: 4.26 1.80 0.73
C: 0.08 4.91 2.39
C: 1.03 3.97 2.20
C: 0.68 2.56 1.87
C: -0.69 2.40 1.23
C: -1.06 1.27 0.51
C: -2.42 1.14 0.16
C: -3.39 2.08 0.52
C: -3.02 3.21 1.21
C: -1.66 3.40 1.56
C: -1.27 4.60 2.15
H: 0.36 5.90 2.70
H: 2.09 4.18 2.33
H: 0.60 2.03 2.83
H: -2.74 0.29 -0.43
H: -4.43 1.92 0.25
H: -3.74 3.96 1.49
H: -2.04 5.33 2.37